{
  "formula": "C31H44N4O10P",
  "method": "the ωB97M-V functional and the def2-TZVPD basis",
  "symbols": ["C", "C", "C", "C", "C", "C", "C", "C", "C", "O", "C", "C", "C", "C", "C", "O", "O", "N", "C", "C", "C", "O", "C", "N", "C", "C", "O", "C", "C", "C", "C", "C", "C", "N", "P", "N", "O", "O", "C", "H", "H", "H", "H", "H", "H", "H", "H", "H", "H", "H", "H", "H", "H", "H", "H", "H", "H", "H", "H", "H", "H", "H", "H", "H", "H", "H", "H", "H", "H", "H", "H", "H", "H", "H", "H", "C", "C", "O", "C", "O", "O", "C", "H", "H", "H", "H", "H", "H", "H", "H"],
  "xyz": [[6.718, -4.387, 2.217], [6.101, -3.310, 1.371], [6.881, -2.338, 0.760], [6.307, -1.328, 0.008], [4.933, -1.252, -0.174], [4.266, -0.186, -1.020], [4.208, -0.668, -2.495], [4.996, 1.149, -0.909], [4.170, -2.241, 0.430], [2.795, -2.177, 0.243], [2.242, -3.284, -0.405], [1.073, -2.820, -1.241], [1.173, -3.071, -2.581], [0.183, -2.694, -3.460], [0.442, -3.014, -4.912], [1.388, -2.533, -5.487], [-0.420, -3.843, -5.546], [-1.107, -4.732, -4.636], [-0.926, -1.992, -2.999], [-1.955, -1.501, -3.989], [-1.598, -0.116, -4.574], [-0.183, -0.028, -4.671], [-2.153, 1.097, -3.817], [-1.169, 1.616, -2.868], [-1.012, -1.737, -1.643], [-2.172, -0.933, -1.129], [-1.645, 0.205, -0.512], [-2.541, 1.049, 0.100], [-1.996, 1.978, 0.969], [-2.816, 2.896, 1.594], [-4.182, 2.893, 1.350], [-4.718, 1.956, 0.491], [-3.903, 1.031, -0.146], [-0.043, -2.176, -0.758], [-0.141, -1.854, 1.045], [0.711, -0.667, 1.437], [-1.675, -1.815, 1.453], [0.282, -3.289, 1.565], [4.724, -3.246, 1.199], [6.607, -4.134, 3.273], [7.780, -4.485, 2.015], [6.215, -5.340, 2.073], [7.954, -2.389, 0.885], [6.947, -0.592, -0.457], [3.250, -0.078, -0.652], [4.440, -1.726, -2.584], [3.210, -0.511, -2.910], [4.895, -0.089, -3.108], [5.253, 1.369, 0.124], [5.915, 1.131, -1.493], [4.384, 1.955, -1.309], [2.968, -3.720, -1.092], [1.978, -4.080, 0.293], [2.051, -3.571, -2.959], [-1.991, -4.276, -4.422], [-1.324, -5.518, -5.238], [-2.956, -1.501, -3.564], [-1.990, -2.190, -4.830], [-2.014, -0.085, -5.581], [0.080, -0.021, -5.595], [-3.074, 0.858, -3.286], [-2.434, 1.839, -4.570], [-1.644, 2.194, -2.185], [-0.530, 2.234, -3.350], [-2.771, -1.522, -0.438], [-2.818, -0.665, -1.958], [-0.929, 1.980, 1.132], [-2.375, 3.622, 2.259], [-4.813, 3.623, 1.835], [-5.781, 1.952, 0.302], [-4.351, 0.317, -0.821], [0.197, 0.049, 1.934], [-2.063, -2.682, 1.620], [0.074, -4.029, 0.983], [4.090, -3.990, 1.664], [-1.978, 4.452, 6.088], [-3.350, 3.989, 6.528], [-4.241, 5.094, 6.746], [-4.780, 5.620, 5.650], [-4.608, 5.236, 4.520], [-5.549, 6.640, 6.014], [-6.173, 7.340, 4.933], [-1.574, 5.172, 6.800], [-1.298, 3.602, 6.028], [-2.023, 4.931, 5.111], [-3.297, 3.484, 7.490], [-3.792, 3.303, 5.807], [-6.712, 6.651, 4.286], [-5.427, 7.883, 4.355], [-6.865, 8.038, 5.392]],
  "lumo_ev": -4.1,
  "gap_ev": 6.53,
  "e_tot_ev": -68578.18635,
  "mol_weight_g_mol": 663.7,
  "total_charge": 1
}

{
  "formula": "C31H44N4O4",
  "method": "the ωB97M-V functional and the def2-TZVPD basis",
  "symbols": ["C", "C", "N", "C", "C", "C", "C", "N", "C", "O", "C", "C", "C", "O", "N", "C", "C", "C", "C", "C", "C", "C", "C", "C", "C", "C", "C", "C", "O", "C", "C", "O", "N", "C", "C", "C", "C", "C", "C", "H", "H", "H", "H", "H", "H", "H", "H", "H", "H", "H", "H", "H", "H", "H", "H", "H", "H", "H", "H", "H", "H", "H", "H", "H", "H", "H", "H", "H", "H", "H", "H", "H", "H", "H", "H", "H", "H", "H", "H", "H", "H", "H", "H"],
  "xyz": [[4.487, -2.820, -3.033], [3.795, -1.680, -2.279], [4.398, -1.280, -1.010], [5.756, -0.757, -1.145], [5.884, 0.390, -2.141], [4.408, -2.318, 0.015], [3.061, -2.998, 0.263], [1.997, -2.090, 0.610], [0.882, -1.965, -0.153], [0.735, -2.442, -1.257], [-0.125, -1.144, 0.629], [-1.545, -1.703, 0.682], [-2.605, -0.651, 0.383], [-2.348, 0.528, 0.288], [-3.845, -1.194, 0.274], [-5.072, -0.553, 0.048], [-5.196, 0.826, -0.073], [-6.442, 1.384, -0.294], [-7.585, 0.603, -0.400], [-8.931, 1.237, -0.647], [-9.515, 0.769, -1.981], [-9.895, 0.938, 0.503], [-7.447, -0.775, -0.276], [-6.211, -1.347, -0.055], [-1.583, -2.166, 2.189], [-1.608, -0.900, 3.022], [-0.373, -0.417, 2.973], [0.373, -1.379, 2.085], [-0.263, -2.625, 2.380], [1.883, -1.510, 1.934], [2.490, -0.103, 2.095], [2.486, 0.438, 3.183], [2.897, 0.488, 0.964], [3.235, 1.899, 0.942], [2.738, 2.517, -0.363], [3.057, 4.009, -0.404], [4.553, 4.246, -0.224], [5.032, 3.639, 1.091], [4.733, 2.143, 1.127], [3.933, -3.027, -3.944], [4.510, -3.729, -2.437], [5.507, -2.557, -3.305], [3.774, -0.792, -2.914], [2.758, -1.955, -2.090], [6.051, -0.402, -0.153], [6.466, -1.555, -1.423], [5.836, 0.037, -3.167], [6.844, 0.880, -1.998], [5.095, 1.121, -1.987], [4.735, -1.840, 0.946], [5.138, -3.113, -0.217], [2.729, -3.542, -0.624], [3.194, -3.717, 1.079], [-0.117, -0.097, 0.320], [-1.652, -2.567, 0.022], [-3.913, -2.200, 0.351], [-4.323, 1.450, 0.004], [-6.522, 2.458, -0.386], [-8.790, 2.323, -0.699], [-9.704, -0.302, -1.966], [-8.824, 0.984, -2.793], [-10.454, 1.280, -2.181], [-9.471, 1.270, 1.448], [-10.839, 1.455, 0.346], [-10.096, -0.128, 0.572], [-8.313, -1.415, -0.354], [-6.124, -2.422, 0.038], [-2.311, -2.939, 2.425], [-2.483, -0.500, 3.492], [0.050, 0.471, 3.394], [2.294, -2.179, 2.696], [3.090, -0.059, 0.128], [2.706, 2.350, 1.790], [3.221, 2.013, -1.204], [1.661, 2.362, -0.455], [2.722, 4.430, -1.353], [2.513, 4.514, 0.397], [4.762, 5.317, -0.236], [5.097, 3.790, -1.054], [6.105, 3.803, 1.210], [4.524, 4.129, 1.924], [5.282, 1.644, 0.328], [5.048, 1.717, 2.081]],
  "e_above_lowest_kcal_mol": 2.0,
  "lumo_ev": 0.7,
  "smiles": "CCN(CC)CCN1C(=O)[C@H]2[C@H](C(=O)Nc3ccc(C(C)C)cc3)[C@@H]3C=C[C@]2(O3)[C@@H]1C(=O)NC1CCCCC1",
  "gap_ev": 9.06,
  "e_tot_ev": -47013.44093,
  "mol_weight_g_mol": 536.7
}

{
  "formula": "C31H45AuN5O2P2SSi",
  "method": "the ωB97M-V functional and the def2-TZVPD basis",
  "symbols": ["Au", "C", "P", "C", "N", "C", "C", "C", "C", "C", "C", "N", "C", "P", "C", "C", "C", "C", "C", "C", "C", "C", "C", "H", "H", "H", "H", "H", "H", "H", "H", "H", "H", "H", "H", "H", "H", "H", "H", "H", "H", "H", "H", "H", "H", "H", "H", "H", "H", "H", "H", "C", "Si", "C", "C", "C", "C", "C", "C", "N", "C", "S", "H", "H", "H", "H", "H", "H", "H", "H", "H", "H", "H", "H", "C", "N", "C", "C", "C", "O", "N", "C", "O", "H", "H", "H", "H", "H"],
  "xyz": [[-0.335, -0.213, 0.446], [2.788, 3.418, -0.258], [1.683, 1.944, -0.331], [0.608, 2.420, -1.780], [1.289, 3.003, -2.725], [0.625, 3.497, -3.801], [1.343, 4.115, -4.851], [0.660, 4.641, -5.905], [-0.759, 4.585, -5.951], [-1.467, 3.994, -4.948], [-0.777, 3.424, -3.854], [-1.473, 2.802, -2.867], [-0.825, 2.270, -1.863], [-1.851, 1.345, -0.623], [-2.894, 2.658, 0.105], [-3.139, 0.371, -1.570], [-3.740, -0.588, -0.535], [-4.257, 1.231, -2.179], [-2.446, -0.416, -2.679], [2.910, 0.570, -0.884], [2.169, -0.425, -1.752], [3.440, -0.082, 0.399], [4.025, 1.239, -1.684], [3.077, 3.687, -1.271], [3.677, 3.170, 0.323], [2.289, 4.256, 0.209], [2.423, 4.158, -4.788], [1.199, 5.109, -6.719], [-1.278, 5.018, -6.797], [-2.548, 3.941, -4.964], [-3.298, 3.254, -0.713], [-2.340, 3.307, 0.777], [-3.712, 2.193, 0.653], [-4.215, -0.063, 0.299], [-2.984, -1.265, -0.130], [-4.506, -1.195, -1.024], [-4.917, 1.661, -1.424], [-4.869, 0.585, -2.816], [-3.856, 2.031, -2.799], [-1.547, -0.924, -2.332], [-2.161, 0.234, -3.509], [-3.131, -1.175, -3.064], [1.278, -0.810, -1.280], [2.832, -1.274, -1.939], [1.886, -0.002, -2.716], [2.652, -0.636, 0.913], [3.862, 0.650, 1.094], [4.234, -0.783, 0.134], [3.643, 1.861, -2.492], [4.583, 0.412, -2.130], [4.711, 1.820, -1.071], [-1.158, 4.965, 5.308], [0.325, 4.582, 4.261], [1.874, 4.833, 5.248], [0.317, 5.701, 2.780], [0.203, 2.717, 3.895], [0.096, 1.895, 5.026], [-0.012, 0.520, 4.924], [-0.074, -0.039, 3.659], [-0.016, 0.723, 2.564], [0.169, 2.034, 2.676], [0.387, 2.912, 1.141], [-1.183, 6.034, 5.539], [-1.132, 4.426, 6.259], [-2.093, 4.709, 4.802], [2.002, 5.895, 5.477], [2.765, 4.495, 4.712], [1.828, 4.295, 6.199], [0.289, 6.732, 3.144], [-0.560, 5.551, 2.141], [1.209, 5.586, 2.160], [0.117, 2.349, 6.013], [-0.060, -0.108, 5.804], [-0.185, -1.103, 3.488], [0.031, -5.092, 1.870], [0.007, -4.396, 0.586], [0.048, -5.074, -0.615], [0.051, -4.429, -1.782], [0.006, -2.966, -1.807], [0.077, -2.321, -2.848], [-0.114, -2.334, -0.578], [-0.062, -3.027, 0.583], [-0.079, -2.412, 1.671], [0.130, -6.158, 1.681], [-0.885, -4.903, 2.424], [0.870, -4.749, 2.470], [0.087, -6.152, -0.539], [0.092, -4.956, -2.723]],
  "e_above_lowest_kcal_mol": 24.3,
  "lumo_ev": -4.3,
  "gap_ev": 5.94,
  "e_tot_ev": -85402.12353,
  "mol_weight_g_mol": 838.8,
  "total_charge": 1
}

{
  "formula": "C31H45BF6N8O4PdS2",
  "method": "the ωB97M-V functional and the def2-TZVPD basis",
  "symbols": ["Pd", "C", "C", "C", "C", "N", "N", "B", "N", "N", "C", "C", "C", "C", "C", "C", "C", "C", "N", "N", "C", "C", "C", "C", "C", "C", "C", "C", "C", "C", "C", "C", "H", "H", "H", "H", "H", "H", "H", "H", "H", "H", "H", "H", "H", "H", "H", "H", "H", "H", "H", "H", "H", "H", "H", "H", "H", "H", "H", "H", "H", "H", "H", "H", "H", "H", "H", "H", "H", "H", "H", "H", "F", "C", "F", "F", "S", "O", "O", "N", "S", "O", "O", "C", "F", "F", "F", "C", "C", "C", "N", "C", "C", "H", "H", "H", "H", "H"],
  "xyz": [[5.382, 7.399, 15.239], [8.787, 7.326, 11.207], [7.408, 7.177, 11.717], [6.224, 6.750, 11.091], [5.247, 6.825, 12.137], [5.924, 7.251, 13.280], [7.259, 7.339, 13.030], [8.205, 7.752, 14.172], [8.202, 6.612, 15.365], [6.931, 6.142, 15.783], [7.121, 4.942, 16.413], [8.536, 4.697, 16.393], [9.143, 5.703, 15.680], [10.656, 5.859, 15.465], [6.038, 4.012, 17.060], [6.641, 3.531, 18.338], [5.785, 2.893, 15.986], [4.649, 4.619, 17.298], [7.832, 9.101, 14.585], [6.996, 9.851, 13.791], [6.434, 10.776, 14.577], [7.074, 10.841, 15.836], [7.872, 9.660, 15.844], [8.815, 9.168, 16.895], [5.367, 11.744, 14.066], [4.321, 10.826, 13.496], [5.967, 12.785, 13.033], [4.820, 12.473, 15.325], [3.755, 6.475, 12.066], [1.855, 6.058, 13.337], [3.607, 5.107, 11.429], [3.037, 7.616, 11.303], [9.428, 7.473, 12.090], [8.791, 8.118, 10.476], [9.055, 6.465, 10.586], [5.963, 6.687, 10.045], [9.415, 7.732, 13.744], [9.111, 3.888, 16.753], [11.066, 5.176, 16.181], [10.909, 6.905, 15.741], [10.928, 5.696, 14.422], [7.599, 2.936, 18.098], [5.999, 2.894, 18.973], [6.848, 4.322, 19.037], [6.714, 2.291, 15.859], [5.483, 3.385, 15.021], [5.031, 2.233, 16.407], [4.640, 5.382, 18.063], [3.907, 3.849, 17.497], [4.337, 5.154, 16.364], [7.062, 11.623, 16.570], [8.207, 8.943, 17.831], [9.626, 9.901, 17.054], [9.240, 8.238, 16.514], [4.815, 10.204, 12.715], [3.514, 11.412, 13.084], [3.892, 10.102, 14.247], [6.552, 12.285, 12.250], [6.665, 13.472, 13.496], [5.177, 13.387, 12.559], [4.466, 11.768, 16.135], [4.005, 13.125, 14.969], [5.549, 13.199, 15.729], [1.344, 6.452, 14.240], [1.658, 4.979, 13.265], [1.395, 6.431, 12.413], [4.137, 4.292, 11.993], [3.890, 5.093, 10.387], [2.515, 4.774, 11.476], [2.893, 8.392, 12.031], [2.037, 7.295, 10.984], [3.628, 8.030, 10.454], [1.029, 12.504, 17.795], [0.749, 13.601, 16.990], [-0.361, 14.109, 17.500], [1.720, 14.515, 17.029], [0.384, 12.903, 15.322], [1.583, 12.074, 15.143], [-0.912, 12.318, 15.313], [0.334, 14.236, 14.449], [0.369, 14.259, 12.908], [3.203, 6.382, 13.365], [1.075, 13.059, 12.308], [1.895, 15.515, 12.857], [2.957, 14.960, 13.470], [1.534, 16.614, 13.462], [2.175, 15.766, 11.587], [3.794, 9.504, 19.034], [3.068, 9.666, 17.817], [3.494, 9.007, 16.717], [4.560, 8.205, 16.785], [5.338, 8.033, 17.890], [5.019, 8.743, 19.061], [3.497, 9.972, 19.953], [2.185, 10.336, 17.790], [2.995, 8.992, 15.762], [6.206, 7.441, 17.717], [5.739, 8.831, 19.966]],
  "lumo_ev": [-5.5, -9.1],
  "gap_ev": [8.68, 5.01],
  "e_tot_ev": -95098.42738,
  "mol_weight_g_mol": 889.1,
  "total_charge": 2,
  "multiplicity": 5
}

{
  "formula": "C31H45Br13N2O3S2",
  "method": "the ωB97M-V functional and the def2-TZVPD basis",
  "symbols": ["C", "C", "C", "C", "C", "C", "N", "C", "C", "S", "C", "C", "O", "O", "C", "C", "C", "O", "C", "S", "C", "N", "C", "C", "C", "C", "Br", "H", "H", "H", "H", "H", "H", "H", "H", "H", "H", "H", "H", "H", "H", "H", "H", "H", "H", "H", "H", "H", "Br", "C", "C", "Br", "H", "H", "H", "H", "Br", "C", "C", "Br", "H", "H", "H", "H", "Br", "C", "C", "Br", "H", "H", "H", "H", "Br", "C", "C", "Br", "H", "H", "H", "H", "Br", "C", "C", "Br", "H", "H", "H", "H", "Br", "C", "C", "Br", "H", "H", "H", "H"],
  "xyz": [[1.551, -4.441, 4.137], [1.793, -3.869, 3.123], [2.096, -3.135, 1.915], [1.601, -3.834, 0.636], [0.229, -4.460, 0.757], [-0.889, -3.463, 0.914], [-0.588, -2.193, 0.866], [-1.614, -1.313, 1.052], [-1.346, 0.083, 1.050], [0.320, 0.624, 0.780], [-2.344, 0.994, 1.264], [-2.058, 2.472, 1.305], [-2.453, 3.054, 2.543], [-1.516, 2.538, 3.492], [-3.686, 0.554, 1.458], [-4.793, 1.554, 1.670], [-4.921, 2.559, 0.556], [-5.079, 2.246, -0.591], [-3.952, -0.788, 1.442], [-5.613, -1.358, 1.652], [-2.919, -1.740, 1.247], [-3.212, -3.072, 1.272], [-2.224, -3.914, 1.130], [-2.583, -5.371, 1.198], [-2.761, -5.945, 2.623], [-2.933, -4.917, 3.717], [-1.243, -7.087, 3.108], [1.370, -4.831, 5.102], [1.653, -2.149, 1.993], [3.169, -2.989, 1.836], [2.305, -4.630, 0.399], [1.643, -3.120, -0.180], [0.032, -5.047, -0.139], [0.187, -5.147, 1.598], [0.813, -0.369, 0.038], [-2.592, 2.997, 0.521], [-1.005, 2.688, 1.178], [-2.078, 2.263, 4.227], [-4.627, 2.066, 2.611], [-5.763, 1.076, 1.745], [-4.864, 3.616, 0.865], [-5.422, -2.587, 2.130], [-1.879, -5.984, 0.652], [-3.535, -5.452, 0.685], [-3.643, -6.569, 2.603], [-2.077, -4.252, 3.779], [-3.036, -5.387, 4.686], [-3.809, -4.321, 3.486], [-7.292, 3.246, -4.450], [-5.481, 2.933, -3.806], [-4.482, 3.822, -4.496], [-4.109, 3.205, -6.304], [-5.275, 1.879, -3.956], [-5.510, 3.145, -2.740], [-3.528, 3.786, -3.976], [-4.814, 4.851, -4.579], [3.681, 0.015, 0.710], [4.623, -0.056, -0.989], [3.723, 0.365, -2.117], [2.439, -1.031, -2.567], [4.998, -1.068, -1.102], [5.460, 0.633, -0.893], [4.296, 0.538, -3.025], [3.146, 1.251, -1.875], [4.652, 3.786, -1.920], [2.917, 4.280, -2.658], [2.116, 5.114, -1.694], [1.390, 4.024, -0.257], [2.414, 3.355, -2.921], [3.134, 4.844, -3.563], [1.257, 5.552, -2.197], [2.703, 5.898, -1.227], [11.236, 3.468, -2.473], [9.509, 4.016, -3.180], [8.741, 4.854, -2.193], [7.979, 3.773, -0.768], [8.981, 3.110, -3.455], [9.731, 4.594, -4.074], [7.891, 5.329, -2.679], [9.356, 5.609, -1.716], [-4.391, -0.534, -5.842], [-5.151, -2.026, -4.853], [-6.404, -1.616, -4.124], [-6.002, -0.540, -2.556], [-4.376, -2.384, -4.184], [-5.375, -2.791, -5.593], [-6.933, -2.491, -3.754], [-7.070, -1.024, -4.742], [7.454, -0.502, 4.115], [6.148, 0.930, 3.948], [4.991, 0.747, 4.894], [3.777, -0.637, 4.273], [5.833, 0.947, 2.910], [6.689, 1.844, 4.181], [4.396, 1.656, 4.940], [5.304, 0.466, 5.894]],
  "lumo_ev": -0.4,
  "smiles": "C#CCCCc1nc2c(S)c(COO)c(CC=O)c(S)c2nc1C[C@H](C)Br.BrCCBr.BrCCBr.BrCCBr.BrCCBr.BrCCBr.BrCCBr",
  "gap_ev": 7.58,
  "e_tot_ev": -974219.45921,
  "mol_weight_g_mol": 1596.6
}